1.
The following is a DFT calculation (ωB97M-V/def2-TZVPD) of a 2-piece molecular cluster, C2H9NS overall at a distorted geometry.

Values from the calculation:
2S+1: 2
relative energy (zero: lowest compared OMol25 entry of this formula, charge and spin): 98.3 kJ/mol
Kohn-Sham gap (spin up / spin down): 2.8 / 8.7 eV
charge: -1

Last column: Mulliken spin population.
Geometry (Å):
S  -0.901  1.400  -2.100  0.086
H  0.448  1.690  -2.085  0.002
C  -0.968  0.060  0.964  1.828
N  -0.107  -0.523  -0.082  -1.423
C  1.307  -0.395  0.173  2.580
H  -0.994  -0.578  1.847  -0.702
H  -0.643  1.082  1.164  -0.078
H  -2.026  0.070  0.596  -0.108
H  -0.763  0.094  -1.333  0.191
H  -0.415  -1.489  -0.226  -0.083
H  1.904  0.048  -0.615  -0.015
H  1.819  -1.393  0.486  -0.668
H  1.339  -0.066  1.212  -0.612

=====

2.
The following is a DFT calculation (ωB97M-V/def2-TZVPD) of a 3-piece molecular cluster, C2H9NS overall at a distorted geometry.

Values from the calculation:
relative energy (zero: lowest compared OMol25 entry of this formula, charge and spin): 272.0 kJ/mol
Kohn-Sham gap: 9.5 eV
SMILES string: [H][H].C1CS1.N

Last column: Mulliken charge in e.
Geometry (Å):
H  -2.602  -3.154  -0.563  0.139
H  -1.919  -3.177  -0.246  -0.138
C  -0.945  -0.120  0.695  -0.317
C  -0.515  1.261  0.206  -0.396
S  0.938  0.309  0.913  -0.185
H  -0.975  -1.076  0.205  -0.043
H  -1.701  0.146  1.448  0.308
H  -0.266  1.450  -0.827  0.284
H  -0.432  2.219  0.726  0.320
N  0.054  -0.717  -2.008  -0.636
H  0.001  -1.534  -1.420  0.222
H  -0.295  -0.819  -2.951  0.203
H  1.076  -0.709  -2.110  0.240

=====

3.
The following is a DFT calculation (ωB97M-V/def2-TZVPD) of a 3-piece molecular cluster, C2H9NS overall at a distorted geometry.

Values from the calculation:
2S+1: 2
relative energy (zero: lowest compared OMol25 entry of this formula, charge and spin): 260.0 kJ/mol
Kohn-Sham gap (spin up / spin down): 10.4 / 6.1 eV
charge: +1

Last column: Mulliken spin population.
Geometry (Å):
N  0.024  -0.429  -2.902  0.008
H  0.936  -0.609  -2.376  -0.001
H  -1.555  -2.517  2.593  0.000
H  0.037  -0.970  -3.758  0.000
H  0.455  0.409  -3.312  0.000
C  -0.594  -0.544  0.481  -0.018
C  -0.763  0.914  0.283  -0.032
S  0.803  0.457  1.215  0.991
H  -1.283  -3.216  2.622  0.000
H  -0.171  -1.101  -0.413  0.018
H  -1.207  -1.199  1.029  0.007
H  -0.666  1.106  -0.844  0.018
H  -1.415  1.563  0.758  0.010